A structure of composition C8H10CsO4 at a distorted geometry, computed with ωB97M-V with the def2-TZVPD basis set.

Output
- highest occupied orbital energy (Eh) = -0.4747
- E (Ha) = -631.537962
- charge = +1
- largest force on an atom (eV/A) = 7.353
- Kohn-Sham gap (eV) = 9.39
- multiplicity = 1
- LUMO energy (eV) = -3.53

Last column: Mulliken charge in e.
CARTESIAN COORDINATES (ANGSTROEM)
C 2.994 1.949 -0.032  -1.0300
C 1.980 1.081 -0.208  -0.4138
C 0.832 -0.085 0.026  0.6181
C -0.377 -0.056 -1.006  -0.1529
C -1.348 1.238 -0.997  -0.5640
C -2.385 1.225 0.234  -0.3881
O -3.588 0.478 -0.058  -0.5219
O -1.091 -1.299 -0.625  -0.2593
C -0.145 -2.282 -0.244  0.2894
O -0.231 -3.509 -0.134  -0.5023
C 1.307 -1.632 0.036  0.2318
O 1.885 -1.803 1.374  -0.5026
H 3.920 2.630 0.250  0.3843
H 0.393 0.098 1.077  0.3147
H -0.104 -0.245 -2.108  0.3102
H -1.962 1.168 -1.956  0.3866
H -0.757 2.214 -0.949  0.3089
H -2.700 2.297 0.470  0.2997
H -1.841 0.746 1.132  0.2241
H -3.567 -0.342 0.487  0.3246
H 1.999 -1.985 -0.810  0.2848
H 1.221 -2.338 1.877  0.3379
Cs 3.566 0.452 2.167  1.0196

Force components x, y, z for each atom (eV/Å):
C -5.71 -4.38 -1.49
C 5.11 4.24 1.43
C 1.06 1.30 -0.96
C -0.05 0.51 -0.77
C -0.69 -1.02 0.54
C 0.61 -0.06 0.03
O 1.19 -0.33 0.80
O 1.74 -1.52 0.67
C 1.19 -1.87 0.41
O -1.04 4.08 -0.40
C -1.06 2.47 -0.18
O -1.69 -1.44 -1.06
H -2.62 -1.58 -1.26
H 0.70 -0.12 -1.61
H 0.25 0.48 1.78
H 0.88 0.36 1.28
H -0.52 -1.50 -0.27
H 0.57 -1.47 -0.23
H -0.86 0.97 -1.07
H -0.09 0.88 -0.77
H -0.83 0.72 1.47
H 0.95 0.31 -0.42
Cs 0.91 -1.02 2.07

A structure of composition C8H10F12KN2O10S4 at a distorted geometry, computed with ωB97M-V with the def2-TZVPD basis set.

Output
- highest occupied orbital energy (Eh) = -0.2443
- ΔE to the lowest compared entry with this formula, charge and spin (eV) = 0.794
- E (Ha) = -4563.773311
- charge = -1
- largest force on an atom (eV/A) = 7.760
- Kohn-Sham gap (eV) = 7.96
- multiplicity = 1
- LUMO energy (eV) = 1.31

Last column: natural (NBO) charge in e.
CARTESIAN COORDINATES (ANGSTROEM)
K -0.692 16.303 15.484  0.9555
C -0.376 17.786 19.170  0.7810
F -0.606 18.625 20.221  -0.3154
F -0.438 16.517 19.556  -0.2992
F -1.315 18.065 18.230  -0.3385
S 1.435 18.155 18.432  2.1027
O 1.361 19.474 17.826  -0.9156
O 2.408 18.008 19.543  -0.8607
N 1.443 16.995 17.219  -1.2385
S 2.953 16.804 17.016  2.1705
O 3.659 18.059 16.659  -0.9380
O 3.591 15.979 18.023  -0.9120
C 3.164 15.797 15.408  0.7442
F 4.340 15.235 15.348  -0.2926
F 2.258 14.792 15.260  -0.3455
F 3.038 16.607 14.349  -0.3230
C -0.134 12.224 14.465  0.7737
F -0.527 13.479 14.687  -0.3424
F 0.520 12.081 13.249  -0.3260
F 0.755 11.826 15.371  -0.3015
S -1.762 11.141 14.431  2.0688
O -2.670 11.507 15.585  -0.8722
O -2.269 11.553 13.153  -0.9307
N -1.060 9.555 14.367  -1.0976
S -2.073 8.809 15.210  2.1209
O -1.864 8.990 16.681  -0.9497
O -3.514 8.854 14.861  -0.9213
C -1.373 6.949 14.898  0.7701
F -2.065 6.122 15.715  -0.3223
F -1.544 6.577 13.579  -0.3397
F -0.062 6.889 15.201  -0.3211
C 1.474 19.727 14.206  -0.2589
O 0.510 18.764 13.942  -0.5553
C -0.390 19.220 12.926  -0.1037
C -1.918 18.914 13.177  -0.0887
O -2.254 17.585 13.448  -0.5553
C -3.626 17.452 13.237  -0.2691
H 2.205 19.803 13.400  0.1622
H 1.923 19.597 15.191  0.2397
H 1.071 20.738 14.268  0.1572
H -0.166 18.646 12.026  0.1779
H -0.101 20.169 12.474  0.2053
H -2.487 19.380 12.373  0.1808
H -2.275 19.446 14.059  0.1686
H -4.358 18.132 13.675  0.1762
H -4.029 16.466 13.466  0.2082
H -3.779 17.649 12.176  0.1707

Force components x, y, z for each atom (eV/Å):
K 0.28 0.09 -0.11
C 1.47 1.17 0.01
F 0.29 -1.15 -1.11
F -0.44 0.60 -0.14
F 0.48 -0.60 0.46
S -0.09 1.58 1.55
O -0.60 -1.10 0.62
O -2.60 -0.24 -2.31
N -1.88 1.06 1.66
S 5.82 -0.12 -0.97
O -1.25 -2.02 0.40
O -0.55 0.22 -1.02
C -1.19 0.12 -0.12
F 0.77 0.02 0.40
F -0.22 0.51 0.28
F -0.22 0.01 0.08
C 0.29 -2.70 -0.82
F 0.48 0.31 -0.24
F -1.30 0.88 1.53
F -0.54 0.62 0.11
S -0.73 1.17 1.06
O 3.33 -0.90 -2.65
O 0.15 -0.24 -0.29
N -0.17 4.56 -1.40
S -3.22 -4.09 5.75
O -0.01 -0.81 -2.70
O 2.57 -0.47 -0.46
C -0.87 1.59 -0.39
F 0.71 0.39 -0.96
F 0.24 0.10 1.75
F -0.95 -0.21 -0.29
C 0.96 1.42 0.64
O -1.79 0.13 -0.25
C -0.50 -2.45 -1.11
C 1.53 2.54 1.34
O 0.52 -0.50 0.25
C -1.57 -0.68 -1.56
H 0.39 -0.42 0.05
H 0.24 -0.63 -0.24
H -0.58 0.13 -0.02
H 0.06 -0.82 -0.15
H -0.72 0.80 1.06
H 0.03 -0.48 -0.57
H 0.23 0.58 0.23
H 0.73 0.65 0.96
H 0.67 -0.21 0.04
H -0.26 -0.39 -0.35

A structure of composition C8H10F12MgO14S4 at a distorted geometry, computed with ωB97M-V with the def2-TZVPD basis set.

Output
- highest occupied orbital energy (Eh) = -0.1340
- ΔE to the lowest compared entry with this formula, charge and spin (eV) = 3.656
- E (Ha) = -4355.665200
- charge = -2
- largest force on an atom (eV/A) = 4.562
- Kohn-Sham gap (eV) = 7.73
- multiplicity = 1
- LUMO energy (eV) = 4.08

Last column: natural (NBO) charge in e.
CARTESIAN COORDINATES (ANGSTROEM)
Mg -0.098 0.235 -0.047  1.7591
C 3.997 1.307 1.384  0.7370
F 5.299 1.617 1.209  -0.3480
F 3.952 0.587 2.496  -0.3116
F 3.316 2.460 1.440  -0.3254
S 3.252 0.231 -0.078  2.3090
O 1.811 0.288 0.142  -1.0989
O 3.534 0.897 -1.369  -0.9986
O 3.795 -1.115 0.149  -0.9152
C -1.277 1.667 3.697  0.7387
F -2.171 2.463 4.380  -0.3368
F -0.120 1.467 4.314  -0.3015
F -1.823 0.445 3.446  -0.3245
S -0.926 2.548 2.029  2.3118
O -0.300 3.858 2.352  -0.9607
O -0.116 1.666 1.199  -1.0567
O -2.250 2.588 1.418  -1.0208
C 0.850 -1.709 -4.045  0.7505
F 1.673 -0.631 -4.156  -0.3296
F -0.359 -1.413 -4.492  -0.3261
F 1.467 -2.716 -4.716  -0.3264
S 0.759 -2.214 -2.144  2.2654
O 0.047 -3.497 -2.033  -0.9717
O 2.134 -2.345 -1.682  -0.9131
O 0.042 -1.147 -1.333  -1.1015
C -0.790 -3.534 2.097  0.7364
F -1.020 -3.909 0.878  -0.2983
F -1.848 -3.053 2.790  -0.3489
F -0.372 -4.616 2.725  -0.3352
S 0.577 -2.114 2.070  2.3121
O -0.139 -0.993 1.430  -1.1073
O 1.054 -1.897 3.396  -0.9691
O 1.655 -2.563 1.171  -0.9423
C -3.039 -0.465 0.633  -0.2558
O -1.995 0.096 -0.210  -0.5956
C -2.612 0.575 -1.400  -0.0678
C -1.491 1.251 -2.313  -0.0738
O -0.387 1.537 -1.424  -0.5988
C 0.634 2.294 -2.088  -0.2679
H -2.680 -0.698 1.634  0.2405
H -3.512 -1.363 0.234  0.1739
H -3.809 0.287 0.810  0.1799
H -3.353 1.325 -1.121  0.1810
H -3.170 -0.160 -1.982  0.1762
H -1.776 2.175 -2.820  0.1715
H -1.300 0.694 -3.232  0.1860
H 1.119 1.677 -2.845  0.1991
H 1.403 2.685 -1.422  0.2382
H 0.366 3.236 -2.571  0.1613

Force components x, y, z for each atom (eV/Å):
Mg 1.77 -0.96 1.12
C -0.32 -1.04 -2.01
F -0.10 0.11 -0.28
F -0.57 0.57 0.33
F 0.15 -0.27 0.72
S 0.46 -2.02 -1.45
O 1.15 0.73 0.72
O 0.73 -0.23 1.78
O 0.19 2.82 -0.11
C 0.13 0.26 -2.27
F 1.30 -1.39 -0.11
F -0.73 0.35 0.79
F 0.04 1.32 0.76
S -0.59 1.84 -1.00
O -1.05 -2.57 -0.05
O 0.74 1.23 2.13
O -0.26 0.56 0.91
C 1.71 -0.20 2.78
F -0.98 -0.51 -0.27
F 0.05 -0.15 -0.91
F -1.22 0.78 0.05
S 0.89 -1.41 4.25
O -0.17 1.58 -1.61
O -1.07 0.72 -2.07
O 0.50 -2.09 -3.98
C 2.58 2.32 1.01
F -1.40 0.18 -1.15
F -0.55 -0.39 -0.75
F 0.35 -0.76 0.98
S 2.74 -0.71 -3.53
O -1.14 -1.35 1.94
O -1.04 0.10 1.54
O -2.23 -0.52 1.33
C 0.18 0.45 0.68
O -3.49 -0.97 -0.34
C 0.99 1.59 -0.87
C -0.65 -0.01 0.86
O -0.59 1.72 -2.85
C 1.12 0.18 -0.27
H 0.64 -0.01 -0.44
H 0.35 -0.03 -0.50
H -0.02 0.25 -0.32
H 0.10 0.26 0.18
H 0.37 -0.60 0.19
H -0.63 0.57 0.84
H 0.96 -1.03 0.60
H 0.08 -0.15 0.13
H -0.14 -0.95 0.64
H -1.34 -0.14 -0.13

A structure of composition C8H10F3NO3SSr at a distorted geometry, computed with ωB97M-V with the def2-TZVPD basis set.

Output
- highest occupied orbital energy (alpha / beta) (Eh) = -0.0111 / 0.0261
- ΔE to the lowest compared entry with this formula, charge and spin (eV) = 3.413
- E (Ha) = -1319.636735
- charge = -2
- largest force on an atom (eV/A) = 5.600
- Kohn-Sham gap (alpha / beta) (eV) = 5.26 / 4.28
- multiplicity = 1
- LUMO energy (alpha / beta) (eV) = 4.96 / 4.99

Last column: Mulliken charge in e.
CARTESIAN COORDINATES (ANGSTROEM)
C 2.478 -1.328 0.341  -1.3124
C 1.681 -2.448 0.034  -0.0821
C 0.785 -2.685 1.126  -0.5080
C 1.035 -1.694 2.136  -0.4314
C 2.088 -0.858 1.634  -0.3571
Sr 0.281 0.566 -0.625  1.3722
N 2.650 2.411 0.955  -0.5935
C 0.084 0.326 -2.798  -1.2775
C 0.356 -0.996 -3.084  -0.6204
H 0.072 -3.528 1.223  0.3372
H 1.764 -3.093 -0.842  0.3580
H 0.576 -1.650 3.109  0.4098
H 2.562 -0.035 2.184  0.3215
H 3.293 -0.957 -0.234  0.4711
H 1.388 -1.415 -3.050  0.2284
H -0.963 0.861 -2.804  0.3916
H 2.915 3.129 0.256  -0.0608
H -0.457 -1.493 -3.620  0.1698
H 0.835 1.005 -3.290  0.3090
F -4.763 1.471 0.651  -0.2321
C -3.603 1.328 1.309  0.6228
F -3.781 1.718 2.579  -0.2267
F -3.276 0.001 1.311  -0.2382
S -2.224 2.248 0.496  1.1974
O -2.110 1.648 -0.861  -0.7897
O -2.660 3.619 0.585  -0.6393
O -1.006 1.849 1.280  -0.8197

Force components x, y, z for each atom (eV/Å):
C -0.86 -0.11 1.23
C -0.74 -0.57 0.53
C 0.13 0.13 0.10
C 1.02 -0.12 -1.76
C -0.24 -0.32 0.40
Sr 1.67 -0.11 5.34
N -0.48 -0.26 -0.62
C -0.57 3.42 -4.32
C -0.69 -1.81 -0.59
H 0.46 0.65 -0.21
H -0.08 0.30 0.13
H -0.15 0.16 0.11
H -0.36 -0.25 -0.49
H 0.46 0.34 -0.38
H -1.00 0.40 -0.28
H 1.67 -1.58 -0.47
H 0.10 0.12 0.02
H 0.45 -0.94 0.38
H -0.26 0.33 0.75
F 0.12 -0.03 0.20
C 0.71 -1.05 -0.14
F -0.07 -0.11 -0.36
F -0.56 0.89 0.14
S 2.52 -0.73 0.19
O -0.75 0.75 1.23
O 0.04 -0.39 -0.13
O -2.54 0.90 -1.00